1.
Here is a cluster of 5 separate species, C18H29N3O6 in total from the Open Molecules 2025 dataset. Energies are from ωB97M-V/def2-TZVPD.

As for the structure (SMILES): O=C1OCCO1.O=C1OCCO1.CCCC#N.CCCC#N.CCCC#N. The calculation puts the HOMO-LUMO gap at 10.90 eV. The calculation puts the total energy at -35887.3724 eV. Its energy relative to the best compared isomer or geometry (same formula, charge and spin) is 545.1 kJ/mol. Its spin multiplicity is 1. The value obtained for the lowest unoccupied orbital energy is 0.17 eV. The HOMO energy is -10.723 eV.

The geometry in XYZ format:
```
56
Properties=species:S:1:pos:R:3:forces:R:3:lowdin_charge:R:1
O -1.216678 2.633843 -1.672009 -0.22 -4.00 2.00 0.10
C -1.373378 1.522253 -1.123639 1.24 3.61 -2.64 -0.53
O -2.436908 1.178993 -0.424169 -1.12 0.57 0.08 0.10
C -2.402828 -0.196667 -0.271089 0.56 -3.12 2.01 -0.16
C -0.920018 -0.538177 -0.263049 -0.68 0.70 -0.94 -0.11
O -0.547598 0.453623 -1.205339 1.73 1.78 -0.59 0.04
H -2.703028 -0.469117 0.740721 -1.09 0.10 -0.34 0.14
H -2.831458 -0.822287 -1.054009 -0.82 0.70 -0.09 0.14
H -0.601278 -1.451357 -0.765649 -0.30 -0.28 0.78 0.14
H -0.544078 -0.363877 0.745111 0.72 -0.06 -0.25 0.13
O 4.507392 9.828413 -6.125999 -1.30 -2.69 0.67 0.12
C 3.942062 8.759683 -5.901629 0.53 3.85 -3.72 -0.58
O 3.183722 8.111223 -6.841879 -0.39 0.42 -0.05 0.05
C 2.914322 6.793183 -6.367039 1.04 -0.27 0.69 -0.10
C 3.118972 6.975523 -4.832559 0.34 -2.84 -1.31 -0.10
O 3.950782 8.109173 -4.806929 -0.22 -0.66 3.72 0.11
H 1.966862 6.338603 -6.656469 -0.14 0.74 -0.06 0.13
H 3.712642 6.196943 -6.808959 -0.04 -0.43 0.20 0.13
H 3.685472 6.149853 -4.401909 0.48 -0.02 -0.33 0.13
H 2.200632 6.817453 -4.267079 -0.31 1.89 0.20 0.13
C 0.023612 -7.749267 1.701941 1.98 0.16 -0.76 -0.12
C -1.071658 -6.833577 2.045421 -2.54 -0.02 -2.44 -0.32
C -0.830618 -6.097947 3.297461 -0.74 1.95 1.45 -0.19
C -1.754108 -4.984847 3.632171 0.62 -3.26 -0.76 -0.24
N -2.467948 -4.133627 3.821711 -1.64 2.32 0.55 0.13
H 0.162432 -7.845667 0.625121 -0.59 -0.61 -0.08 0.08
H 0.119242 -8.713897 2.200381 -0.06 0.22 0.13 0.08
H 0.871252 -7.088367 1.883081 0.82 -0.66 0.50 0.08
H -2.067628 -7.271087 1.976611 -0.15 -0.71 1.13 0.12
H -1.270398 -6.277587 1.129191 0.75 1.29 0.23 0.12
H 0.013492 -5.410027 3.345981 1.33 -1.15 -0.42 0.12
H -0.819678 -6.855327 4.081271 0.26 0.47 0.45 0.13
C 2.881922 -5.766347 -3.727589 0.33 1.81 0.51 -0.10
C 4.296382 -5.099067 -3.764789 -0.94 -0.90 0.10 -0.23
C 4.426062 -3.686317 -3.069879 -0.52 -0.40 -1.80 -0.18
C 3.997592 -3.604227 -1.662259 0.64 -0.17 0.65 -0.23
N 3.707752 -3.557107 -0.541759 0.12 -0.06 -1.29 0.13
H 2.371362 -5.385427 -4.612079 -0.38 -0.23 0.10 0.07
H 2.425902 -5.283507 -2.863289 -0.73 -0.84 0.19 0.05
H 2.860802 -6.856087 -3.738219 0.14 0.22 0.29 0.07
H 4.374752 -5.103557 -4.851959 1.37 0.86 0.14 0.10
H 5.006412 -5.802677 -3.330189 0.25 0.28 -0.06 0.10
H 3.878132 -2.924927 -3.625009 -0.94 -0.23 0.00 0.11
H 5.393472 -3.271477 -3.352939 0.61 -0.36 1.18 0.11
C -5.105088 4.115033 5.062401 -1.06 -0.37 -1.32 -0.11
C -4.629238 4.355353 6.453341 0.35 -1.15 0.49 -0.31
C -3.666678 5.472123 6.546851 -0.17 2.77 -0.65 -0.19
C -4.409628 6.799973 6.226441 3.04 -4.12 1.60 -0.21
N -4.981218 7.762763 6.123821 -1.67 2.69 -0.57 0.13
H -5.026328 5.023713 4.465571 -0.02 0.03 -0.11 0.07
H -6.159738 3.840103 5.047981 -0.12 0.12 0.08 0.08
H -4.651778 3.304773 4.491361 0.55 0.08 0.26 0.08
H -4.006488 3.548063 6.838771 -0.63 -0.67 0.06 0.11
H -5.490878 4.512783 7.102091 0.26 0.00 0.25 0.12
H -2.846838 5.393703 5.832841 -0.15 -0.15 -0.29 0.11
H -3.160258 5.446273 7.511711 -0.37 0.78 0.19 0.11
```
Forces are in eV/Å.

***

2.
Here is a structure of composition C18H30AgAsN3 from the Open Molecules 2025 dataset. Energies are from ωB97M-V/def2-TZVPD.

The calculation puts the HOMO-LUMO gap at 9.19 eV. The calculation puts the total energy at -88456.9752 eV. Its total charge is +1. Its energy relative to the best compared isomer or geometry (same formula, charge and spin) is 0.0 kJ/mol. Its spin multiplicity is 1. The value obtained for the lowest unoccupied orbital energy is -2.16 eV. The HOMO energy is -11.358 eV.

The geometry in XYZ format:
```
53
Properties=species:S:1:pos:R:3:forces:R:3:lowdin_charge:R:1
Ag 0.325371 -0.070134 -0.487250 0.08 0.15 0.22 0.50
N 1.285779 -0.807903 1.610105 0.10 -0.10 0.02 -0.04
C 1.763825 0.238488 2.544088 -0.02 -0.04 -0.16 -0.25
C 0.650812 1.167633 3.005508 -0.01 0.01 0.14 -0.19
C 0.167184 2.202336 1.998046 0.01 -0.01 -0.05 -0.25
N -0.679401 1.604686 0.948785 -0.20 -0.04 -0.05 -0.02
H 0.609071 -1.390423 2.095050 -0.04 0.07 0.00 0.06
H 2.059604 -1.428333 1.394029 0.01 0.01 -0.03 0.08
H 2.534502 0.817150 2.030330 -0.02 0.00 -0.02 0.10
H 2.245578 -0.216084 3.413557 -0.06 0.00 0.05 0.11
H 1.025497 1.701960 3.882244 -0.02 0.03 -0.04 0.12
H -0.202793 0.579626 3.366886 0.02 -0.01 -0.04 0.11
H 1.021410 2.677046 1.513499 0.03 -0.01 -0.03 0.09
H -0.374144 2.990501 2.528841 -0.01 -0.02 0.05 0.12
H -1.056173 2.334966 0.352954 0.10 0.05 0.01 0.08
H -1.498483 1.183056 1.382842 0.05 -0.04 0.01 0.05
N -1.617217 -1.658915 -0.366295 0.00 0.02 0.01 0.04
C -2.505072 -1.103077 0.598493 0.12 -0.01 -0.14 -0.36
C -2.370626 -1.411099 1.946324 0.01 -0.03 0.01 -0.07
C -3.167981 -0.772830 2.885897 -0.05 0.06 0.01 -0.08
C -4.099092 0.181059 2.490707 0.06 -0.07 0.01 -0.09
C -4.235802 0.477538 1.141122 0.03 -0.02 -0.03 -0.08
C -3.443443 -0.161111 0.196652 -0.08 0.08 0.04 -0.06
H -2.035162 -1.688156 -1.287251 -0.01 -0.01 -0.01 0.09
H -1.307615 -2.593087 -0.130308 -0.01 0.00 0.06 0.09
H -1.650443 -2.159224 2.260768 -0.03 -0.01 0.00 0.11
H -3.063856 -1.027604 3.933058 -0.01 0.01 -0.02 0.11
H -4.721844 0.674559 3.223880 0.01 0.00 0.00 0.11
H -4.964766 1.209644 0.818138 0.00 -0.02 0.00 0.11
H -3.548352 0.079206 -0.855696 -0.01 0.00 0.01 0.12
C 1.647727 -0.710778 -4.033859 -0.02 0.04 -0.01 -0.31
As 1.462311 0.591288 -2.605247 -0.13 -0.23 0.03 1.05
C 0.587799 2.037194 -3.543768 -0.01 0.03 -0.08 -0.30
C 3.292917 1.264584 -2.496187 0.09 0.07 0.07 -0.33
C 3.304110 2.629477 -1.872970 0.03 0.01 -0.04 -0.33
C 3.196520 2.768082 -0.493130 0.01 0.05 0.09 -0.07
C 3.142236 4.024813 0.095358 0.01 -0.04 -0.03 -0.09
C 3.190154 5.164275 -0.695518 0.00 -0.03 -0.04 -0.08
C 3.310044 5.035928 -2.073425 0.00 0.02 0.05 -0.07
C 3.368492 3.778719 -2.656436 -0.02 -0.02 0.00 -0.06
H 2.103288 -0.228600 -4.897988 -0.01 -0.04 -0.03 0.03
H 0.667694 -1.096251 -4.307632 -0.01 -0.01 -0.02 0.03
H 2.273325 -1.539381 -3.708581 0.01 0.00 0.02 0.03
H 1.143430 2.285897 -4.447558 -0.04 0.02 -0.02 0.04
H 0.534241 2.913252 -2.901454 0.00 0.01 0.01 0.03
H -0.419828 1.719092 -3.806778 0.00 0.03 -0.03 0.03
H 3.696501 1.273444 -3.508775 0.02 0.04 -0.01 0.08
H 3.864350 0.551780 -1.901511 0.03 -0.01 -0.03 0.08
H 3.174605 1.876564 0.124673 -0.02 0.00 0.01 0.09
H 3.076773 4.116721 1.173160 0.00 0.00 -0.02 0.10
H 3.147310 6.145382 -0.241531 0.01 -0.01 -0.01 0.11
H 3.365661 5.919070 -2.696152 0.00 0.00 0.00 0.11
H 3.471869 3.689867 -3.731943 -0.01 0.00 0.01 0.12
```
Forces are in eV/Å.

***

3.
Here is a structure of composition C18H30AsN2O6ReSSb from the Open Molecules 2025 dataset. Energies are from ωB97M-V/def2-TZVPD.

The calculation puts the HOMO-LUMO gap (alpha / beta) at 7.51 / 7.38 eV. The calculation puts the total energy at -114742.1460 eV. Its total charge is +2. Its energy relative to the best compared isomer or geometry (same formula, charge and spin) is 93.1 kJ/mol. Its spin multiplicity is 2. The value obtained for the lowest unoccupied orbital energy (alpha / beta) is -7.88 / -7.90 eV. The HOMO energy (alpha / beta) is -15.393 / -15.286 eV.

The geometry in XYZ format:
```
60
Properties=species:S:1:pos:R:3:forces:R:3:mulliken_spin:R:1
Re -0.254294 -0.900335 0.530888 -0.45 0.13 -0.25 0.96
O 2.065187 -1.151278 2.300968 0.03 0.06 0.23 0.01
As 1.525786 0.492317 2.743784 0.20 -0.12 -0.30 0.01
O 2.789780 1.476653 2.811887 -0.25 -0.07 -0.02 0.00
O 0.541069 0.630664 1.227062 -0.04 -0.85 -0.06 0.03
C 0.283732 0.492007 4.174820 -0.23 0.01 0.25 0.01
C 0.882020 0.770099 5.403653 -0.07 0.05 0.02 0.00
C 0.106539 0.864387 6.552515 0.09 0.01 -0.03 0.00
C -1.265286 0.711284 6.478570 -0.11 -0.02 -0.04 0.00
C -1.886072 0.456622 5.256498 0.10 0.06 0.21 0.00
C -1.110048 0.346130 4.129224 0.10 -0.18 -0.31 0.00
S -2.052068 -1.446645 2.513368 0.67 -0.01 -0.48 0.02
O -1.765228 0.107615 2.893209 -0.09 0.12 0.20 0.01
O -0.666754 -2.021620 2.524452 -0.24 0.07 0.08 0.01
O -2.142140 -1.153137 0.927928 0.02 0.60 0.23 -0.01
H 3.032883 -1.159099 2.383716 0.02 -0.01 0.00 0.00
H 1.951345 0.933993 5.459812 0.01 0.00 -0.01 0.00
H 0.580014 1.075844 7.500924 0.01 0.00 -0.01 0.00
H -1.868219 0.799532 7.372175 -0.01 0.00 -0.01 0.00
H -2.961647 0.365411 5.184783 0.00 -0.02 -0.03 0.00
N 0.879571 -3.658056 0.670300 -0.18 0.07 0.10 0.01
C 0.824363 -4.895162 0.194787 0.00 -0.03 -0.02 0.01
C 0.000941 -4.885734 -0.927389 0.03 -0.06 0.06 0.01
C -0.403282 -3.576096 -1.070634 0.05 0.13 -0.07 -0.01
N 0.131924 -2.815474 -0.088869 0.56 0.35 0.10 0.02
H 1.309229 -3.306698 1.517332 0.04 0.00 0.00 0.00
H 1.362236 -5.698156 0.673165 -0.01 -0.01 -0.02 0.00
H -0.265661 -5.726397 -1.543387 0.00 0.01 0.00 0.00
H -1.056688 -3.131782 -1.802387 0.01 -0.01 -0.01 0.00
C -0.031739 0.905588 -4.711821 0.00 -0.01 0.05 0.00
C 0.448445 -0.088864 -3.647872 0.10 -0.02 -0.37 -0.01
C -0.096820 -1.487316 -3.905414 -0.02 -0.03 0.05 0.01
Sb 0.020511 0.707124 -1.716620 -0.39 -0.72 0.34 -0.08
C -1.800398 1.784118 -1.861527 -0.19 0.18 0.06 -0.01
C -2.905361 0.848662 -2.348009 -0.06 -0.01 0.05 0.00
C -2.138483 2.395649 -0.503047 0.00 0.05 0.00 0.00
C 1.682523 1.957844 -1.287099 0.20 0.21 0.01 0.01
C 1.865932 3.014273 -2.375391 0.02 0.04 0.06 0.00
C 2.935980 1.103373 -1.106020 0.02 -0.03 0.01 0.00
H 0.303773 0.575670 -5.696530 0.02 -0.03 0.02 0.00
H 0.349918 1.914830 -4.561005 0.00 0.00 0.01 0.00
H -1.120190 0.957726 -4.745017 -0.01 0.00 -0.01 0.00
H 1.541231 -0.128110 -3.651648 0.00 0.02 -0.05 0.00
H -1.184060 -1.528158 -3.799894 0.01 0.00 0.02 0.00
H 0.357036 -2.227361 -3.246757 0.02 0.01 0.00 0.00
H 0.135136 -1.788087 -4.928858 0.01 0.03 -0.01 0.00
H -1.619605 2.577010 -2.590843 -0.03 -0.02 -0.01 0.00
H -3.024062 -0.010672 -1.680426 0.01 0.02 0.01 0.00
H -2.741885 0.477214 -3.358725 0.03 -0.01 -0.01 0.00
H -3.859665 1.379207 -2.347566 0.02 0.02 -0.02 0.00
H -2.344311 1.623360 0.243316 0.02 -0.02 -0.02 0.00
H -3.042915 3.000572 -0.590573 0.01 0.00 -0.01 0.00
H -1.347294 3.041960 -0.118405 0.01 0.00 -0.02 0.00
H 1.426803 2.435219 -0.340653 -0.01 0.02 0.00 0.00
H 2.109648 2.566503 -3.339621 0.01 -0.02 0.00 0.00
H 2.701956 3.663801 -2.108665 -0.01 0.00 0.02 0.00
H 0.987543 3.650008 -2.498590 0.00 -0.02 0.00 0.00
H 3.282006 0.696108 -2.058248 -0.01 -0.01 0.00 0.00
H 2.797411 0.269127 -0.411598 -0.03 0.03 0.01 0.00
H 3.741703 1.716734 -0.700030 0.00 0.02 -0.03 0.00
```
Forces are in eV/Å.

***

4.
Here is a structure of composition C18H30BO2Pb from the Open Molecules 2025 dataset. Energies are from ωB97M-V/def2-TZVPD.

The calculation puts the HOMO-LUMO gap at 7.03 eV. The calculation puts the total energy at -29168.2714 eV. Its total charge is +1. Its spin multiplicity is 1. The value obtained for the lowest unoccupied orbital energy is -4.27 eV. The HOMO energy is -11.293 eV.

The geometry in XYZ format:
```
52
Properties=species:S:1:pos:R:3:forces:R:3:lowdin_charge:R:1
Pb 0.857019 0.280301 -0.365514 0.29 0.16 -0.14 1.54
C -2.170563 1.760034 0.998261 -0.06 0.00 0.05 -0.03
C -0.915632 2.257039 0.317293 0.00 -0.14 0.09 -0.30
C 0.202752 2.625251 1.103148 -0.01 -0.07 -0.11 -0.28
C 0.157854 2.393534 2.593784 0.01 0.02 0.04 -0.03
C 1.291007 3.293776 0.496570 -0.14 0.01 -0.07 -0.23
C 2.467768 3.758967 1.308714 0.05 0.02 0.03 -0.02
C 1.254821 3.577883 -0.874728 -0.08 -0.03 0.00 -0.22
C 2.359537 4.381215 -1.505069 0.03 0.02 -0.01 -0.02
C 0.221051 3.075883 -1.679440 0.02 0.05 0.13 -0.23
C 0.272319 3.326638 -3.161206 0.01 0.01 -0.04 -0.02
C -0.868942 2.395930 -1.088936 0.09 -0.06 0.03 -0.28
C -2.022997 1.896860 -1.925210 -0.04 -0.02 -0.06 -0.03
H -2.126644 0.697214 1.248094 0.00 -0.01 -0.01 0.09
H -3.046786 1.916367 0.377252 0.00 0.01 -0.01 0.08
H -2.338090 2.304981 1.925098 0.01 0.01 0.00 0.09
H -0.505803 1.574056 2.856587 0.00 -0.01 0.00 0.08
H -0.204708 3.286983 3.108347 0.00 0.00 0.01 0.11
H 1.136438 2.163669 3.006081 0.01 -0.01 0.00 0.08
H 2.384979 4.827721 1.521295 -0.01 0.01 0.00 0.11
H 3.401365 3.610422 0.769153 0.00 -0.01 0.01 0.09
H 2.551223 3.250530 2.262653 0.00 -0.01 0.01 0.07
H 1.992432 4.979354 -2.334984 -0.01 0.00 -0.01 0.08
H 3.148305 3.731503 -1.895836 0.01 0.00 0.00 0.11
H 2.818653 5.062204 -0.794065 0.00 0.00 0.00 0.08
H 1.272501 3.153200 -3.555875 0.00 0.00 0.00 0.09
H 0.020876 4.368451 -3.374076 -0.01 0.01 0.00 0.11
H -0.420388 2.710018 -3.722656 0.00 0.01 0.00 0.07
H -2.747856 2.693349 -2.109077 0.01 0.01 0.00 0.11
H -2.550372 1.079784 -1.440109 0.00 -0.01 0.01 0.08
H -1.695847 1.533299 -2.895989 0.00 0.00 0.01 0.08
C -2.129686 -4.403271 -0.081228 -0.02 -0.01 0.00 -0.01
C -0.990827 -3.828895 0.743381 -0.09 0.04 0.05 -0.43
C -1.059951 -4.360259 2.165012 0.00 -0.02 -0.03 -0.01
O -1.240390 -2.376264 0.831235 0.05 -0.15 0.01 0.08
B -0.201973 -1.741169 0.266978 0.02 0.33 -0.05 -0.78
O 0.798213 -2.538457 -0.214822 -0.22 -0.29 0.12 -0.03
C 0.432472 -3.948062 0.060507 0.10 0.19 -0.07 -0.43
C 0.435878 -4.659871 -1.279549 0.00 -0.08 0.01 -0.01
C 1.529142 -4.503778 0.951474 -0.04 -0.07 0.01 -0.01
H -3.068794 -4.209093 0.434484 -0.01 0.01 0.00 0.10
H -2.024374 -5.481578 -0.198948 0.01 -0.01 0.01 0.10
H -2.185569 -3.949681 -1.069171 0.00 0.01 0.01 0.09
H -2.054754 -4.168821 2.564204 -0.01 0.01 0.00 0.10
H -0.335770 -3.876126 2.815702 0.03 0.01 0.01 0.09
H -0.889207 -5.436299 2.191669 0.02 -0.01 -0.02 0.10
H -0.253428 -4.204569 -1.987876 0.02 0.01 0.01 0.09
H 0.163145 -5.708624 -1.159214 0.00 0.00 0.00 0.10
H 1.439148 -4.622229 -1.702059 0.00 0.02 0.00 0.10
H 1.635091 -3.936771 1.873730 -0.01 0.03 0.01 0.09
H 2.476817 -4.469037 0.415786 0.00 0.02 -0.01 0.10
H 1.328547 -5.543560 1.209146 -0.01 -0.01 0.00 0.10
```
Forces are in eV/Å.